{"formula": "C4H5Cl3O", "method": "ωB97M-V/def2-TZVPD", "e_lumo_ev": [-1.46, -1.46], "mol_weight_g_mol": 175.44, "multiplicity": 1, "de_lowest_ev": 6.747, "symbols": ["C", "C", "C", "C", "O", "Cl", "Cl", "Cl", "H", "H", "H", "H", "H"], "xyz": [[-0.641, -0.457, 0.032], [-2.341, 1.490, 0.312], [1.481, -0.396, -1.286], [0.730, 0.019, 0.112], [1.508, -0.220, 1.252], [-0.881, -1.591, 1.235], [-2.706, 1.638, 2.033], [-3.636, 0.897, -0.572], [0.975, -0.101, -2.224], [1.664, -1.413, -1.361], [2.388, 0.002, -1.182], [0.513, 1.083, -0.014], [0.945, -0.951, 1.664]], "forces_ev_per_angstrom": [[0.0, -0.2, -0.7], [0.7, 0.4, 0.6], [-4.1, 0.3, 0.7], [0.7, 0.7, -1.9], [-1.3, -1.4, -0.1], [-1.0, -1.0, 0.8], [-0.2, -0.3, -0.8], [-0.6, -0.1, 0.1], [0.1, 0.3, 0.8], [-0.1, -2.3, 0.2], [3.6, 2.1, 0.1], [0.4, 0.5, 0.1], [1.7, 1.1, 0.1]]}

***

{"formula": "C4H5ClF2", "method": "ωB97M-V/def2-TZVPD", "e_lumo_ev": 0.94, "mol_weight_g_mol": 126.53, "multiplicity": 1, "de_lowest_ev": 2.358, "symbols": ["C", "C", "C", "C", "F", "F", "Cl", "H", "H", "H", "H", "H"], "xyz": [[-0.976, -1.345, 1.053], [-0.033, -1.227, 0.146], [-0.588, 1.477, -0.541], [0.688, 0.529, -0.241], [-1.723, 0.825, -0.849], [1.343, 0.902, 0.886], [0.517, -2.379, -0.990], [-1.334, -2.281, 1.285], [-1.315, -0.359, 1.507], [-0.697, 2.069, 0.339], [-0.256, 2.227, -1.288], [1.415, 0.485, -0.948]], "forces_ev_per_angstrom": [[1.0, 3.2, -0.2], [1.4, 4.2, -1.6], [3.4, 0.1, 0.2], [-5.1, -3.0, 2.6], [-0.4, -0.2, -0.5], [-0.2, 0.6, 0.6], [0.1, -0.4, 0.2], [-1.2, -1.8, 0.7], [0.3, -1.8, -0.2], [-0.5, 0.2, 1.0], [-0.6, -0.7, -0.3], [1.6, -0.5, -2.6]]}

***

{"formula": "C4H5ClF2", "method": "ωB97M-V/def2-TZVPD", "e_lumo_ev": -0.54, "mol_weight_g_mol": 126.53, "multiplicity": 1, "de_lowest_ev": 4.060, "symbols": ["C", "C", "C", "C", "F", "F", "Cl", "H", "H", "H", "H", "H"], "xyz": [[-0.227, 1.409, 0.196], [2.034, -0.860, -0.167], [-1.191, 2.138, 1.114], [3.288, -0.731, 0.242], [3.765, -0.860, 1.462], [4.308, -0.466, -0.580], [0.210, 2.122, -1.241], [1.794, -0.900, -1.247], [1.237, -0.908, 0.572], [-1.472, 3.302, 1.006], [-2.119, 1.681, 1.179], [-0.742, 2.072, 2.042]], "forces_ev_per_angstrom": [[-1.1, -0.3, 1.0], [0.3, -0.1, 0.0], [1.0, 4.0, -2.7], [-0.3, -0.1, -1.1], [-0.3, 0.2, 0.2], [-0.2, -0.3, 0.2], [-0.2, 0.6, -0.1], [0.3, 0.4, 1.0], [0.3, -0.2, -0.3], [0.9, -2.3, -0.4], [-1.6, -1.5, 0.0], [0.9, -0.4, 2.2]]}

***

{"formula": "C4H5ClFN2O2S", "method": "ωB97M-V/def2-TZVPD", "e_lumo_ev": [-3.83, -7.63], "mol_weight_g_mol": 199.61, "charge": 1, "multiplicity": 1, "de_lowest_ev": 0.000, "symbols": ["C", "C", "C", "C", "N", "N", "O", "O", "F", "S", "Cl", "H", "H", "H", "H", "H"], "xyz": [[1.125, 1.810, 0.134], [1.227, 0.428, 0.097], [-0.921, 0.945, -0.269], [-0.422, -1.438, -0.265], [-0.004, -0.092, -0.047], [-0.183, 2.100, -0.174], [-2.125, 0.815, -0.497], [-5.240, 0.644, 1.102], [-4.662, -1.505, 0.194], [-5.064, 0.056, -0.161], [2.685, -0.446, 0.233], [1.699, 2.590, 0.380], [-0.999, -1.874, 0.554], [-1.033, -1.465, -1.151], [0.429, -2.097, -0.365], [-0.558, 3.076, -0.160]], "forces_ev_per_angstrom": [[-4.3, -1.2, -1.4], [0.9, -1.2, 0.5], [-3.2, -0.1, -0.4], [-0.1, -1.7, 0.2], [0.7, 0.5, -0.3], [1.3, 1.5, 0.8], [2.9, 0.3, 0.4], [-0.4, 1.8, 2.8], [0.0, 0.6, -0.6], [0.4, -2.5, -2.2], [-1.0, 0.4, 0.0], [2.9, 2.3, 0.7], [-0.1, 0.6, 0.1], [-0.2, -0.1, -0.3], [0.3, 0.1, -0.3], [0.2, -1.4, -0.1]]}

***

{"formula": "C4H5ClFNO", "method": "ωB97M-V/def2-TZVPD", "e_lumo_ev": -0.42, "mol_weight_g_mol": 137.54, "smiles": "C[C@]1(N=O)C[C@@]1(F)Cl", "multiplicity": 1, "de_lowest_ev": 3.816, "symbols": ["C", "C", "N", "O", "C", "C", "F", "Cl", "H", "H", "H", "H", "H"], "xyz": [[0.434, 0.069, 1.038], [-0.754, -0.526, 0.191], [-1.287, -1.812, 0.547], [-2.147, -2.319, -0.141], [-1.042, 0.045, -1.255], [-1.745, 0.598, -0.080], [-1.503, 1.826, 0.306], [-3.476, 0.459, 0.111], [1.210, -0.637, 1.217], [0.045, 0.300, 2.003], [0.847, 0.873, 0.626], [-0.401, 0.861, -1.555], [-1.640, -0.472, -1.937]], "forces_ev_per_angstrom": [[-2.6, -4.4, 0.6], [0.4, 2.1, -0.8], [-0.3, -1.1, 0.6], [1.1, 1.2, 0.2], [0.5, 1.7, 2.4], [-2.0, -1.8, -0.9], [1.6, 1.7, 0.7], [-0.5, -0.8, 0.0], [0.6, -0.9, -0.1], [-0.4, 0.4, 0.8], [1.4, 3.4, -1.9], [0.6, -0.5, -0.6], [-0.5, -1.0, -0.9]]}

***

{"formula": "C4H5ClFNS", "method": "ωB97M-V/def2-TZVPD", "e_lumo_ev": -0.15, "mol_weight_g_mol": 153.61, "smiles": "C/C(NC=S)=C(\\F)Cl", "multiplicity": 1, "de_lowest_ev": 4.007, "symbols": ["C", "C", "N", "C", "S", "C", "F", "Cl", "H", "H", "H", "H", "H"], "xyz": [[-1.038, 2.172, 0.156], [-0.504, 0.799, -0.035], [0.827, 0.647, -0.031], [1.735, -0.378, 0.382], [3.317, -0.129, -0.136], [-1.596, 0.061, -0.063], [-2.850, 0.335, -0.119], [-1.397, -1.702, -0.019], [-2.211, 1.764, 0.498], [-1.139, 2.836, -0.866], [-0.468, 2.778, 1.001], [1.378, 1.604, -0.573], [1.404, -1.454, 1.102]], "forces_ev_per_angstrom": [[-2.6, 2.4, 0.2], [-3.0, 2.2, 0.6], [4.5, 0.8, -1.0], [0.1, -0.4, -0.2], [-1.6, -0.8, 1.0], [3.5, -5.5, -0.5], [-2.1, 0.5, -0.1], [-0.2, 0.2, -0.1], [3.5, 3.7, -0.5], [0.4, -1.6, 2.6], [-1.4, -1.3, -1.8], [-1.8, -4.1, 2.2], [0.5, 3.9, -2.5]]}